DFT (ωB97M-V/def2-TZVPD) results for a structure of composition C22H44N3OP3RuSe.

XYZ file:
```
75
Properties=species:S:1:pos:R:3:mulliken_spin:R:1
Ru 0.099 1.170 0.701 2.551
P 1.586 0.877 2.444 -0.006
P 1.419 1.067 -1.314 0.035
P -1.537 -0.406 1.243 0.041
H 0.175 -2.122 -2.804 0.010
C -0.900 -2.239 -2.557 0.019
C -1.809 -1.420 -3.126 0.026
H -1.519 -0.362 -3.296 -0.001
C 2.342 -0.762 2.819 0.016
C 2.970 2.048 2.108 0.062
C 0.544 1.455 3.856 0.037
C 1.066 0.744 -3.105 0.032
C 2.067 2.777 -1.540 0.033
C 2.910 0.010 -1.170 -0.004
C -2.844 -1.308 0.292 0.024
C -2.670 0.497 2.372 0.045
C -1.077 -1.839 2.285 0.014
H -1.118 -3.020 -1.810 -0.013
H -2.811 -1.799 -3.405 0.000
H 3.028 -0.753 3.684 0.001
H 2.918 -1.088 1.940 0.000
H 1.553 -1.497 3.018 0.004
H 3.729 2.052 2.907 0.009
H 2.584 3.070 1.975 -0.007
H 3.461 1.727 1.178 -0.013
H 1.100 1.644 4.784 0.015
H -0.220 0.698 4.084 0.006
H 0.043 2.393 3.567 -0.012
H 2.010 0.785 -3.679 0.007
H 0.394 1.515 -3.502 -0.001
H 0.605 -0.234 -3.281 -0.002
H 3.022 2.770 -2.085 0.003
H 2.193 3.289 -0.583 -0.008
H 1.338 3.363 -2.117 0.003
H 3.448 -0.027 -2.127 0.003
H 2.575 -1.005 -0.912 0.039
H 3.567 0.381 -0.378 -0.010
H -3.415 -1.957 0.975 0.001
H -2.429 -1.921 -0.514 -0.008
H -3.544 -0.595 -0.155 -0.002
H -3.013 -0.171 3.170 0.005
H -3.539 0.861 1.818 0.006
H -2.171 1.361 2.814 -0.022
H -1.978 -2.414 2.541 0.000
H -0.587 -1.509 3.206 0.000
H -0.397 -2.494 1.719 0.010
C 1.506 -4.860 -0.935 0.176
C 0.880 -4.838 -2.196 0.046
C 0.825 -5.938 -3.022 0.032
C 1.418 -7.136 -2.590 0.194
C 2.058 -7.211 -1.327 0.019
C 2.109 -6.077 -0.510 0.044
Se 1.520 -3.334 0.075 1.384
H 0.559 -0.217 0.240 0.026
H 0.400 -3.930 -2.497 0.037
H 0.310 -5.829 -3.983 0.003
H 1.375 -8.008 -3.245 0.001
H 2.509 -8.164 -1.003 0.004
H 2.593 -6.078 0.465 -0.012
C -0.841 6.208 0.924 0.004
N -1.594 5.009 0.517 0.000
C -2.927 5.000 0.174 0.007
C -3.495 3.818 -0.195 -0.002
C -2.700 2.658 -0.286 0.009
N -1.463 2.658 0.240 0.008
C -0.894 3.826 0.632 0.034
O 0.262 3.798 1.130 0.017
N -3.124 1.515 -0.891 0.017
H -1.184 6.549 1.912 0.000
H -0.987 7.015 0.193 0.000
H 0.225 5.925 0.994 0.001
H -3.478 5.934 0.233 0.000
H -4.532 3.758 -0.484 0.000
H -4.067 1.444 -1.262 -0.003
H -2.435 0.894 -1.340 0.006
```

2S+1: 6
Largest force on an atom in eV Å⁻¹: 2.53
Total charge: +3
HOMO energy (spin up / spin down) in Eh: -0.5474 / -0.6202
Expectation value of S²: 8.788
Molecular weight in g/mol: 639.6
E_tot in hartree: -4623.5166
Energy above the lowest of the compared OMol25 structures with the same formula, charge and spin in kJ/mol: 0.0
Frontier orbital gap (spin up / spin down) in eV: 7.4 / 5.2
LUMO (spin up / spin down) in eV: -7.469 / -11.693